A structure of composition C6H9N, computed with ωB97M-V with the def2-TZVPD basis set.

Cartesian coordinates (Å):
C -1.9183 -0.7362 0.4275
C -0.4972 -0.8874 0.1028
N -1.4585 -0.7276 -0.9823
C -0.8154 0.5976 -1.1492
C 0.3571 0.3538 -0.1556
C 1.2551 0.9140 0.7227
C 1.8447 0.3093 -0.4689
H -2.3069 0.1838 0.8659
H -2.4675 -1.6413 0.6695
H 0.7764 -1.4083 1.3401
H -1.4586 1.4088 -0.7993
H -0.4757 0.7535 -2.1736
H 1.2093 -0.8074 1.6549
H 1.4341 1.3893 1.6728
H 2.1240 0.9328 -1.3221
H 2.3974 -0.6347 -0.4053

Forces on atoms 1 to 6 (eV/Å):
-0.1 0.0 0.3
0.1 -0.3 0.1
0.1 0.1 -0.1
0.0 0.7 -0.3
-0.8 -0.8 -0.4
0.4 0.7 0.3

Energy ... -7849.5422 eV
Total charge ... 0
LUMO (alpha / beta) ... -0.004 / 0.003 Ha
M ... 95.1 g mol⁻¹
E_HOMO (alpha / beta) ... -7.805 / -7.957 eV
Kohn-Sham gap (alpha / beta) ... 7.708 / 8.045 eV



An isolated molecule of C6H9N, computed with ωB97M-V with the def2-TZVPD basis set.

Cartesian coordinates (Å):
C 1.6116 0.2079 -0.4534
C 0.5983 -0.8909 -0.1306
C -0.8776 -0.6200 -0.2621
C -1.4080 0.6709 -0.8366
C -0.2312 -0.7188 1.1103
C 0.0492 0.4759 1.8577
N 0.3005 1.4282 2.4647
H 2.5828 0.1204 0.0555
H 1.7545 0.0756 -1.5230
H 1.2996 1.2406 -0.2035
H 0.8653 -1.9273 -0.3596
H -1.5205 -1.4802 -0.4580
H -0.7588 1.5124 -0.5917
H -1.4746 0.6091 -1.9298
H -2.4047 0.8925 -0.4477
H -0.4326 -1.5837 1.7303

Forces on atoms 1 to 6 (eV/Å):
0.0 -0.3 -0.3
0.1 0.1 0.0
-0.1 0.0 0.0
0.0 0.1 0.1
-0.1 0.0 0.4
0.0 0.8 0.8

Energy ... -7856.9843 eV
Total charge ... 0
LUMO ... 0.032 Ha
M ... 95.1 g mol⁻¹
SMILES ... C[C@@H]1[C@H](C)[C@@H]1C#N
E_HOMO ... -10.397 eV
Kohn-Sham gap ... 11.271 eV



A structure of composition C6H9N, computed with ωB97M-V with the def2-TZVPD basis set.

Cartesian coordinates (Å):
C -1.3194 0.9446 0.8164
C -0.2865 0.2372 -0.0572
C -0.4865 0.2102 -1.5505
C 0.3336 -0.9962 0.6586
C 1.5780 -1.4435 -0.0108
N 2.1228 -0.3225 -0.3276
C 1.0759 0.3398 0.5017
H -1.0152 0.9053 1.8706
H -2.3230 0.5086 0.7437
H -1.3878 2.0050 0.5412
H -1.3300 -0.4242 -1.8343
H -0.6058 1.2171 -1.9695
H -0.2229 -1.5195 1.4257
H 2.0319 -2.4321 -0.1023
H 0.4116 -0.2313 -1.9906
H 1.4232 1.0012 1.2847

Forces on atoms 1 to 6 (eV/Å):
0.1 -0.1 0.0
0.1 0.1 -0.1
0.2 -0.1 -0.1
-0.1 -0.2 0.3
0.2 -0.3 -0.1
0.1 -0.2 0.4

Energy ... -7855.1188 eV
Total charge ... 0
LUMO ... 0.038 Ha
M ... 95.1 g mol⁻¹
E_HOMO ... -8.927 eV
Kohn-Sham gap ... 9.961 eV



An isolated molecule of C6H9N, computed with ωB97M-V with the def2-TZVPD basis set.

Cartesian coordinates (Å):
C 1.4382 1.1917 0.1740
C 0.4586 0.0396 -0.0104
C 1.1789 -1.2082 -0.3063
N 1.7258 -2.2107 -0.4943
C -0.6162 -0.2875 1.0681
C -1.5543 -0.7056 -0.0858
C -0.7221 0.2085 -1.0059
H 2.0007 1.3583 -0.7509
H 2.1536 0.9855 0.9762
H 0.8977 2.1126 0.4153
H -0.9405 0.6461 1.5434
H -0.3568 -1.0202 1.8356
H -1.4032 -1.7563 -0.3573
H -2.6239 -0.5213 0.0090
H -0.5528 -0.0754 -2.0463
H -1.0836 1.2428 -0.9644

Forces on atoms 1 to 6 (eV/Å):
0.0 0.0 0.0
0.1 0.1 0.0
0.5 -0.8 -0.1
-0.5 0.9 0.1
0.0 0.0 0.2
-0.2 -0.1 0.0

Energy ... -7857.1736 eV
Total charge ... 0
LUMO ... 0.032 Ha
M ... 95.1 g mol⁻¹
SMILES ... CC1(C#N)CCC1
E_HOMO ... -11.076 eV
Kohn-Sham gap ... 11.934 eV



A structure of composition C6H9N, computed with ωB97M-V with the def2-TZVPD basis set.

Cartesian coordinates (Å):
C 1.6472 -0.2858 0.8512
C -0.7085 -1.0902 -0.2979
C 0.5980 0.1744 -0.1125
C -1.2228 -0.1191 0.6404
C 0.7882 1.0292 -1.1061
C -2.0986 0.8946 0.3383
N -0.5836 -2.1070 -0.9575
H 0.1362 -2.1541 -1.6821
H -1.2368 -0.5273 1.6469
H 1.7478 -1.3731 0.8609
H 2.6194 0.1402 0.6037
H 1.4028 0.0375 1.8629
H -0.0260 1.3139 -1.7583
H 1.7747 1.3923 -1.3626
H -2.6471 1.3763 1.1344
H -2.1907 1.2981 -0.6617

Forces on atoms 1 to 6 (eV/Å):
0.1 0.1 0.0
2.6 4.6 1.3
1.1 -2.2 -1.5
-4.0 -1.7 -0.3
-0.1 -0.2 -0.2
0.6 -0.5 0.3

Energy ... -7852.9040 eV
Total charge ... 0
LUMO (alpha / beta) ... 0.027 / 0.027 Ha
M ... 95.1 g mol⁻¹
E_HOMO (alpha / beta) ... -7.077 / -7.076 eV
Kohn-Sham gap (alpha / beta) ... 7.822 / 7.821 eV



A structure of composition C6H9N, computed with ωB97M-V with the def2-TZVPD basis set.

Cartesian coordinates (Å):
C -1.6741 -0.5088 0.8556
N -0.9988 -0.3062 -0.4242
C -0.3919 0.9893 -0.6878
C 1.0091 1.0333 -0.0461
C 1.2136 -0.3303 0.5974
C 0.3631 -0.8722 -0.5805
C 0.7688 0.3977 -1.3959
H -1.3201 -1.4399 1.3168
H -2.7570 -0.6018 0.7069
H -1.4854 0.3094 1.5677
H -0.9609 1.8833 -0.9228
H 1.5190 1.9671 0.1691
H 0.8511 -0.5055 1.6176
H 2.2526 -0.6605 0.5084
H 0.4271 -1.9149 -0.9002
H 1.1838 0.5602 -2.3819

Forces on atoms 1 to 6 (eV/Å):
-0.1 -0.1 0.1
0.0 0.0 0.1
-0.2 0.3 -0.1
0.2 0.2 0.1
0.0 0.0 0.2
0.1 -0.4 -0.1

Energy ... -7854.8666 eV
Total charge ... 0
LUMO ... 0.043 Ha
M ... 95.1 g mol⁻¹
E_HOMO ... -8.426 eV
Kohn-Sham gap ... 9.592 eV



A cluster of 2 separate species, C6H9N in total, computed with ωB97M-V with the def2-TZVPD basis set.

Cartesian coordinates (Å):
C -2.8585 0.7062 -0.3338
C -2.1783 -0.4782 0.0891
C -1.0124 -1.1773 0.5319
N -2.4018 -1.6026 0.6701
H -3.9555 0.7976 -0.2490
H -2.4457 0.8564 -1.4213
H -2.4871 1.5371 0.2564
C 0.8203 0.2312 -1.3496
C 1.5988 -0.0304 -0.2780
C 2.4461 -1.1516 0.0033
H 0.2452 1.2174 -1.2346
H 0.8529 -0.1992 -2.3093
H 1.5196 0.6645 0.4721
H 2.8168 -1.6568 -0.8860
H 1.7100 -1.8376 0.3697
H 3.3560 -0.9904 0.6710

Forces on atoms 1 to 6 (eV/Å):
0.2 1.5 -2.6
1.1 -0.9 1.7
-2.9 -0.3 -0.1
1.5 -0.1 -0.2
0.5 -0.8 -0.3
-1.1 0.2 1.8

Energy ... -7852.4790 eV
Total charge ... 0
LUMO ... 0.027 Ha
M ... 95.1 g mol⁻¹
SMILES ... CC1=C=N1.C=CC
E_HOMO ... -8.869 eV
Kohn-Sham gap ... 9.614 eV



An isolated molecule of C6H9N, computed with ωB97M-V with the def2-TZVPD basis set.

Cartesian coordinates (Å):
C 1.2613 1.0465 1.1827
C 0.2381 0.7552 0.1068
C -0.3496 1.6518 -0.8102
C -1.3929 0.6888 -1.6666
N -1.2394 -0.4917 -1.0287
C -0.2864 -0.4996 -0.0717
C 0.1558 -1.7906 0.4628
H 1.7893 1.9941 1.0358
H 2.0188 0.2568 1.2398
H 0.7697 1.0898 2.1652
H 0.4131 2.4601 -1.0370
H -2.3400 0.5164 -2.3045
H -1.8628 -1.2957 -1.0797
H 0.8853 -1.6363 1.2537
H 0.6192 -2.3882 -0.3314
H -0.6982 -2.3365 0.8640

Forces on atoms 1 to 6 (eV/Å):
0.0 0.1 -0.2
-0.4 -0.4 -0.2
-1.1 -2.2 -2.3
1.2 1.3 1.7
0.4 -0.1 0.5
0.1 -0.1 0.4

Energy ... -7855.7100 eV
Total charge ... 0
LUMO ... 0.035 Ha
M ... 95.1 g mol⁻¹
SMILES ... Cc1cc[nH]c1C
E_HOMO ... -7.334 eV
Kohn-Sham gap ... 8.293 eV



A structure of composition C6H9N, computed with ωB97M-V with the def2-TZVPD basis set.

Cartesian coordinates (Å):
C -2.0441 0.1183 0.5183
C -1.8340 1.0627 -0.5638
C -0.9313 -0.2695 -0.7348
C 0.7167 0.7029 0.8933
C 1.4045 -1.4014 -0.2933
C 0.5075 -0.1048 -0.4150
N -1.8197 -0.9970 0.7683
H -2.6105 0.8983 -1.3289
H -1.5766 2.0414 -0.5321
H 1.7352 0.4342 1.1648
H 0.0802 0.3015 1.6419
H 0.5942 1.8552 0.8006
H 1.1276 -2.0513 -1.0463
H 1.2818 -1.8375 0.7465
H 2.4403 -1.2740 -0.4239
H 0.9281 0.5210 -1.1957

Forces on atoms 1 to 6 (eV/Å):
-1.2 3.0 0.7
-1.2 -5.4 -1.5
0.2 -0.2 -2.3
1.1 1.4 -1.0
-2.1 1.1 2.2
1.3 0.6 2.1

Energy ... -7852.1294 eV
Total charge ... 0
LUMO ... 0.029 Ha
M ... 95.1 g mol⁻¹
E_HOMO ... -7.964 eV
Kohn-Sham gap ... 8.747 eV



A cluster of 2 separate species, C6H9N in total, computed with ωB97M-V with the def2-TZVPD basis set.

Cartesian coordinates (Å):
C -1.9509 0.1068 -1.3585
C -0.7484 0.5171 -1.0812
C 1.7952 -1.2198 -0.5698
C 0.4842 1.1514 1.2937
C -0.4709 0.0065 1.5234
C -0.0732 0.3701 0.1639
N 1.9834 -1.0044 -1.7326
H -2.2603 0.2428 -2.4427
H -2.5559 -0.2533 -0.4851
H -0.2106 0.9435 -1.9952
H 2.2169 -1.8799 0.3121
H 0.1141 2.2558 1.5376
H 1.5347 0.9225 1.4847
H -0.1742 -0.9526 2.0173
H -1.4215 0.1928 2.1408
H 2.6412 -1.3845 -2.3464

Forces on atoms 1 to 6 (eV/Å):
-2.4 -0.5 -0.5
2.8 1.4 -1.5
-1.1 0.1 3.2
0.1 1.7 0.1
-1.5 -1.2 2.6
0.5 -0.9 0.2

Energy ... -7851.3677 eV
Total charge ... 0
LUMO (alpha / beta) ... 0.010 / 0.020 Ha
M ... 95.1 g mol⁻¹
E_HOMO (alpha / beta) ... -7.395 / -7.287 eV
Kohn-Sham gap (alpha / beta) ... 7.676 / 7.844 eV



A structure of composition C6H9N, computed with ωB97M-V with the def2-TZVPD basis set.

Cartesian coordinates (Å):
C 1.8997 -0.0621 -0.1396
N 0.6847 0.2722 -0.0246
C -0.2485 0.7844 1.0679
C -0.9737 1.5109 -0.0948
C -0.5691 0.2140 -0.8424
C -1.3194 -0.9366 -0.0760
C -1.0716 -0.4848 1.1900
H 2.2518 -0.4748 -1.0810
H 2.5693 0.0406 0.7092
H 0.7139 -2.8737 -1.3730
H 0.2385 1.3013 1.8988
H -0.4748 2.4231 -0.4486
H -2.0448 1.6487 0.0483
H -0.4158 0.1615 -1.9223
H 0.0958 -2.5851 -1.0522
H -1.3361 -0.9397 2.1404

Forces on atoms 1 to 6 (eV/Å):
-0.3 0.1 0.0
0.5 -0.2 0.0
0.1 0.1 0.2
-0.2 0.2 0.0
0.0 -0.1 -0.4
0.1 0.3 0.3

Energy ... -7851.2462 eV
Total charge ... 0
LUMO ... 0.003 Ha
M ... 95.1 g mol⁻¹
E_HOMO ... -7.069 eV
Kohn-Sham gap ... 7.154 eV



An isolated molecule of C6H9N, computed with ωB97M-V with the def2-TZVPD basis set.

Cartesian coordinates (Å):
C 1.8302 -0.1502 -0.2836
C 0.6257 0.4127 -0.0813
C 0.4970 1.8701 0.2548
C -0.4670 -0.5405 0.1955
C -0.3709 -2.0342 0.2974
C -1.5215 0.0982 -0.2536
N -2.6450 0.5919 -0.2891
H 2.7426 0.3898 -0.0833
H 1.9860 -1.1811 -0.5477
H 0.1264 2.0055 1.2712
H -0.2031 2.3629 -0.4204
H 1.4359 2.4061 0.1324
H -1.3676 -2.4548 0.4235
H 0.2678 -2.3011 1.1388
H 0.0543 -2.4772 -0.6036
H -2.9909 1.0019 -1.1509

Forces on atoms 1 to 6 (eV/Å):
0.2 0.7 0.1
2.6 -1.4 1.8
-0.3 0.1 -0.3
-0.3 1.2 -2.0
0.1 0.2 -0.2
-3.0 -1.1 0.9

Energy ... -7855.5550 eV
Total charge ... 0
LUMO ... 0.032 Ha
M ... 95.1 g mol⁻¹
SMILES ... C=C(C)C(C)=C=N
E_HOMO ... -7.922 eV
Kohn-Sham gap ... 8.803 eV